Record 1
{"formula": "C4H11NO2", "method": "the ωB97M-V functional and the def2-TZVPD basis", "elements": ["C", "C", "C", "O", "H", "H", "H", "H", "H", "H", "N", "C", "O", "H", "H", "H", "H", "H"], "coordinates": [[1.180, 0.437, -0.872], [0.185, -0.409, -1.094], [0.209, -1.327, -2.279], [0.618, -2.635, -1.879], [1.185, 1.106, -0.022], [1.963, 0.572, -1.602], [-0.701, -0.494, -0.476], [-0.812, -1.384, -2.680], [0.866, -0.919, -3.052], [0.682, -3.163, -2.670], [-0.286, -0.055, 2.390], [-1.100, 1.053, 2.017], [-0.287, 2.187, 1.659], [0.436, -0.211, 1.708], [0.190, 0.136, 3.259], [-1.720, 0.786, 1.157], [-1.766, 1.348, 2.830], [-0.843, 2.971, 1.604]], "atomic_forces_ev_per_a": [[-0.57, 0.34, 0.17], [0.39, -0.28, -0.46], [-0.54, 0.04, -0.06], [0.08, 0.42, 0.39], [-0.02, 0.09, 0.02], [0.27, -0.25, 0.00], [0.23, 0.02, 0.35], [0.10, 0.03, -0.18], [0.08, -0.06, 0.01], [0.01, -0.35, -0.33], [-0.28, 0.19, 0.34], [0.00, 0.31, -0.26], [0.05, 0.01, 0.11], [0.11, -0.19, -0.41], [0.01, 0.04, 0.21], [0.04, -0.09, -0.02], [0.04, -0.24, 0.16], [0.00, -0.03, -0.04]], "total_energy_ev": -9910.0679, "total_charge": 0, "homo_lumo_gap_ev": 10.94, "smiles": "C=CCO.NCO", "relative_energy_kcal_mol": 50.13, "fmax_ev_per_a": 0.7}


Record 2
{"formula": "C2H20O9Sr", "method": "the ωB97M-V functional and the def2-TZVPD basis", "elements": ["Sr", "O", "H", "H", "O", "H", "H", "O", "H", "H", "O", "H", "H", "O", "H", "H", "O", "H", "H", "O", "H", "H", "C", "C", "O", "O", "H", "H", "H", "H", "H", "H"], "coordinates": [[-0.153, -1.028, 0.081], [-1.817, -2.534, 0.816], [-2.569, -2.526, 0.224], [-1.894, -3.361, 1.291], [1.785, -1.373, 1.768], [1.484, -1.938, 2.480], [2.739, -1.374, 1.849], [-0.857, -0.889, -2.322], [-1.791, -0.971, -2.517], [-0.429, -0.931, -3.177], [0.856, -3.227, -0.833], [0.472, -4.076, -0.615], [1.581, -3.434, -1.422], [2.131, -0.369, -0.874], [2.921, -0.081, -0.416], [2.341, -0.264, -1.803], [-2.540, 0.092, -0.362], [-3.274, 0.007, 0.246], [-2.877, 0.642, -1.070], [-1.396, -0.255, 2.512], [-1.149, -0.602, 3.370], [-2.335, -0.087, 2.583], [-0.128, 2.770, -0.444], [1.264, 3.211, -0.706], [1.946, 3.578, 0.461], [-0.032, 1.591, 0.471], [-0.636, 2.521, -1.376], [-0.856, 3.448, 0.000], [1.158, 4.149, -1.252], [1.885, 2.533, -1.292], [2.052, 2.790, 0.998], [0.120, 1.985, 1.333]], "atomic_forces_ev_per_a": [[0.81, 1.49, 0.18], [-0.44, -0.69, 0.05], [-0.49, -0.06, -0.26], [-0.04, -0.35, 0.34], [-0.49, 0.07, -0.07], [0.08, -0.21, 0.46], [0.37, 0.00, -0.01], [0.09, 0.07, -0.02], [-0.39, -0.03, -0.09], [0.26, -0.06, -0.35], [-0.25, 0.18, 0.18], [-0.14, -0.38, 0.03], [0.36, 0.02, -0.19], [-0.18, -0.15, -0.16], [0.26, 0.14, 0.20], [0.13, 0.09, -0.39], [0.09, -0.52, 0.02], [-0.32, 0.08, 0.23], [-0.06, 0.36, -0.25], [0.48, -0.04, -0.38], [0.07, -0.01, 0.41], [-0.27, 0.14, 0.10], [-0.60, -1.69, 0.52], [0.08, 1.91, -0.29], [0.06, -0.10, 0.59], [-0.41, 0.42, -0.97], [0.24, -0.77, -0.09], [0.73, 0.54, 0.37], [0.28, 0.00, -0.39], [-0.41, -0.34, -0.19], [0.28, -0.01, 0.15], [-0.17, -0.10, 0.30]], "total_energy_ev": -21651.3041, "total_charge": 2, "homo_lumo_gap_ev": 9.69, "relative_energy_kcal_mol": 18.65, "fmax_ev_per_a": 1.9}


Record 3
{"formula": "C36H96F2O12Zn", "method": "the ωB97M-V functional and the def2-TZVPD basis", "elements": ["Zn", "F", "F", "C", "C", "C", "O", "H", "H", "H", "H", "H", "H", "H", "H", "C", "C", "C", "O", "H", "H", "H", "H", "H", "H", "H", "H", "C", "C", "C", "O", "H", "H", "H", "H", "H", "H", "H", "H", "C", "C", "C", "O", "H", "H", "H", "H", "H", "H", "H", "H", "C", "C", "C", "O", "H", "H", "H", "H", "H", "H", "H", "H", "C", "C", "C", "O", "H", "H", "H", "H", "H", "H", "H", "H", "C", "C", "C", "O", "H", "H", "H", "H", "H", "H", "H", "H", "C", "C", "C", "O", "H", "H", "H", "H", "H", "H", "H", "H", "C", "C", "C", "O", "H", "H", "H", "H", "H", "H", "H", "H", "C", "C", "C", "O", "H", "H", "H", "H", "H", "H", "H", "H", "C", "C", "C", "O", "H", "H", "H", "H", "H", "H", "H", "H", "C", "C", "C", "O", "H", "H", "H", "H", "H", "H", "H", "H"], "coordinates": [[1.805, 0.625, -1.495], [0.355, 0.489, -0.161], [3.143, 2.013, -1.943], [1.591, 1.964, 4.985], [2.660, 2.788, 5.615], [2.288, 3.186, 7.027], [3.863, 1.966, 5.595], [0.725, 2.609, 4.835], [1.326, 1.057, 5.529], [1.875, 1.671, 3.975], [2.928, 3.708, 5.095], [3.064, 3.761, 7.532], [1.997, 2.323, 7.626], [1.416, 3.839, 7.068], [3.629, 1.101, 5.941], [-3.674, -1.246, -3.917], [-5.157, -1.624, -4.286], [-5.639, -2.756, -3.445], [-5.838, -0.436, -4.027], [-3.271, -0.419, -4.502], [-3.024, -2.113, -4.037], [-3.579, -0.959, -2.870], [-5.348, -1.852, -5.334], [-5.355, -3.739, -3.822], [-6.726, -2.714, -3.381], [-5.423, -2.628, -2.385], [-5.500, 0.205, -4.657], [4.016, 4.175, 1.063], [2.562, 4.363, 0.476], [1.760, 5.571, 1.043], [2.692, 4.510, -0.903], [4.468, 3.281, 0.634], [4.070, 4.106, 2.149], [4.639, 5.020, 0.770], [1.910, 3.509, 0.660], [0.861, 5.763, 0.457], [2.395, 6.451, 1.154], [1.387, 5.355, 2.044], [2.957, 3.626, -1.165], [0.645, 3.910, -3.527], [0.064, 2.707, -2.772], [-1.470, 2.537, -3.116], [0.676, 1.494, -3.092], [0.449, 4.852, -3.014], [0.395, 4.046, -4.579], [1.735, 3.902, -3.497], [0.273, 2.892, -1.718], [-1.616, 2.629, -4.192], [-2.046, 3.237, -2.511], [-1.754, 1.557, -2.731], [0.780, 1.468, -4.046], [3.180, 0.548, 1.870], [4.043, -0.085, 0.777], [4.948, -1.289, 1.246], [3.150, -0.523, -0.246], [2.615, 1.402, 1.498], [3.867, 0.946, 2.616], [2.513, -0.149, 2.378], [4.719, 0.580, 0.240], [5.657, -0.895, 1.974], [5.528, -1.792, 0.472], [4.373, -2.004, 1.835], [2.802, -1.379, 0.012], [-2.349, 4.739, 0.651], [-1.354, 3.543, 0.694], [-0.899, 3.139, 2.105], [-1.822, 2.365, 0.055], [-3.215, 4.609, 1.301], [-2.762, 4.807, -0.356], [-1.933, 5.717, 0.892], [-0.439, 3.774, 0.147], [-1.678, 2.702, 2.730], [-0.449, 3.992, 2.613], [-0.076, 2.449, 1.914], [-1.152, 1.678, 0.029], [-2.232, -0.325, 2.869], [-0.739, -0.461, 3.080], [-0.385, -1.241, 4.355], [-0.173, -1.121, 2.022], [-2.414, 0.322, 2.011], [-2.738, -0.026, 3.787], [-2.704, -1.289, 2.678], [-0.235, 0.494, 3.230], [0.675, -1.231, 4.610], [-0.670, -2.285, 4.223], [-0.903, -0.829, 5.221], [-0.235, -0.531, 1.266], [-5.419, -3.996, 1.560], [-4.333, -4.789, 0.813], [-2.958, -4.154, 1.018], [-4.192, -6.045, 1.470], [-6.304, -4.593, 1.778], [-5.757, -3.070, 1.094], [-5.063, -3.729, 2.555], [-4.587, -4.895, -0.242], [-2.701, -4.002, 2.066], [-2.971, -3.125, 0.658], [-2.159, -4.725, 0.545], [-4.356, -5.857, 2.397], [-4.500, -0.558, 0.037], [-4.949, 0.733, -0.650], [-6.442, 0.858, -0.791], [-4.542, 1.757, 0.251], [-4.825, -1.432, -0.527], [-4.842, -0.599, 1.071], [-3.413, -0.556, -0.053], [-4.513, 0.982, -1.618], [-6.708, 0.316, -1.698], [-6.785, 1.883, -0.932], [-6.940, 0.412, 0.069], [-3.598, 1.919, 0.181], [4.768, 0.195, -4.885], [5.260, -1.033, -4.098], [5.664, -0.848, -2.666], [4.173, -1.947, -3.995], [5.419, 1.052, -4.712], [3.775, 0.425, -4.497], [4.762, -0.109, -5.932], [6.150, -1.475, -4.547], [4.844, -0.404, -2.102], [6.520, -0.179, -2.582], [5.958, -1.772, -2.167], [4.574, -2.802, -4.170], [0.555, -4.574, 1.707], [1.863, -3.865, 1.464], [2.792, -4.689, 0.594], [1.670, -2.682, 0.783], [0.089, -4.955, 0.798], [-0.225, -3.986, 2.191], [0.617, -5.398, 2.418], [2.336, -3.657, 2.423], [2.314, -4.988, -0.338], [3.116, -5.614, 1.071], [3.666, -4.135, 0.251], [1.040, -2.135, 1.258], [-0.337, -1.985, -2.162], [1.050, -2.208, -2.772], [0.983, -2.860, -4.117], [1.916, -1.072, -2.806], [-0.793, -1.040, -2.459], [-0.294, -1.894, -1.076], [-0.996, -2.830, -2.361], [1.499, -2.995, -2.164], [0.456, -2.245, -4.846], [0.368, -3.756, -4.025], [2.001, -3.067, -4.448], [2.807, -1.343, -3.039]], "atomic_forces_ev_per_a": [[0.55, 0.21, 0.10], [0.19, 0.30, -0.45], [-0.60, -0.75, 0.62], [-0.83, 0.75, -1.41], [1.11, -0.98, 0.93], [-0.28, 0.33, 0.57], [0.04, 0.88, 0.09], [-0.46, -0.26, 0.21], [0.01, 0.17, 0.31], [0.19, -0.10, 0.01], [-0.11, -0.26, -0.49], [0.26, -0.31, -0.05], [0.29, -0.18, 0.09], [-0.18, 0.07, -0.40], [-0.07, -0.09, 0.10], [-0.15, -1.29, -0.62], [2.36, 0.77, 0.28], [-1.37, 0.02, 0.87], [-1.66, 0.83, 0.47], [-0.12, -0.03, -0.25], [0.24, -0.02, -0.19], [-0.47, 0.00, 0.07], [0.63, -0.35, -0.25], [0.20, 0.16, 0.12], [-0.28, -0.19, -0.57], [0.77, -0.11, -0.01], [-0.11, 0.20, 0.09], [-1.10, 0.18, -0.01], [0.27, 1.09, 1.22], [0.72, -0.63, 0.33], [-0.29, 0.44, -0.30], [-0.08, -0.09, -0.03], [-0.23, -0.12, 0.11], [-0.16, 0.11, -0.14], [0.19, -0.59, 0.33], [0.27, 0.13, -0.33], [-0.12, 0.17, -0.36], [0.17, -0.21, 0.18], [0.30, -0.65, -1.15], [1.08, 0.27, 0.30], [-1.97, 1.79, -0.93], [1.37, 0.10, 1.56], [0.56, -0.89, -0.30], [-0.52, -0.09, 0.08], [-0.52, -0.40, -0.03], [0.17, -0.40, 0.12], [-0.37, -0.20, 0.08], [-0.16, 0.04, 0.10], [-0.15, 0.26, -0.46], [-0.15, -0.12, -0.30], [0.32, -0.38, -0.09], [1.44, 0.41, 0.29], [0.28, -1.22, -0.09], [-0.70, 1.11, 0.80], [0.07, 0.02, -1.03], [-0.10, -0.15, -0.22], [-0.05, 0.12, 0.32], [-0.02, -0.22, -0.30], [-0.21, 0.60, 0.42], [0.20, 0.16, -0.06], [-0.34, 0.18, -0.23], [-0.24, -0.24, -0.29], [-0.62, -0.69, 0.25], [-0.20, -1.08, -0.59], [0.56, 0.19, 1.01], [0.48, 0.67, -0.58], [-1.81, 0.38, -0.43], [0.08, -0.33, 0.17], [0.03, 0.06, -0.14], [0.51, -0.28, 0.06], [0.11, 0.75, 0.00], [-0.05, -0.04, -0.19], [-0.12, 0.11, 0.15], [-0.04, -0.40, 0.44], [0.79, -0.23, 0.05], [-0.12, -0.17, 0.37], [-0.05, -0.07, 2.56], [-0.35, -0.16, -0.09], [0.73, -0.93, -1.26], [-0.35, 0.19, 0.23], [0.03, 0.75, -0.13], [0.34, -0.29, -0.35], [-0.31, 0.54, -0.29], [0.15, 0.13, -0.35], [-0.14, -0.11, 0.11], [-0.16, -0.03, -0.03], [0.30, 0.35, -0.93], [-0.18, 0.05, 0.11], [0.61, 0.75, 1.82], [-0.24, 1.22, -0.69], [-0.69, -0.89, -0.57], [-0.07, -0.25, -0.46], [0.20, -0.06, -0.22], [0.35, 0.16, 0.09], [0.09, -0.41, 0.07], [-0.25, -0.52, 0.26], [0.25, 0.13, -0.52], [-0.17, 0.06, -0.07], [0.04, -0.20, 0.14], [0.25, -0.09, -1.77], [-0.14, 1.00, 1.45], [-0.28, -0.58, -0.47], [-0.58, 0.75, 0.34], [-0.22, -0.24, 0.11], [0.07, 0.12, -0.14], [0.19, -0.19, 0.53], [0.36, -0.69, -0.22], [-0.33, -0.19, 0.06], [0.26, 0.05, 0.17], [-0.16, 0.10, 0.02], [0.55, 0.00, -0.11], [0.56, -0.92, 0.86], [0.47, 0.65, 0.81], [0.45, 1.43, 0.76], [-0.01, -0.96, -1.19], [-0.03, -0.03, -0.16], [-0.05, 0.21, -0.27], [-0.28, 0.40, -0.04], [-0.29, -0.30, -0.75], [-0.02, 0.05, 0.11], [0.07, 0.18, 0.03], [-0.15, -0.23, -0.28], [-0.48, -0.37, 0.15], [-1.02, -0.58, 0.57], [0.26, -1.14, 0.16], [0.27, -0.51, -0.35], [0.25, 1.21, -1.30], [0.27, -0.01, -0.19], [0.24, 0.72, -0.15], [0.54, -0.34, -0.18], [0.21, -0.05, 0.29], [-0.44, 0.02, 0.02], [0.05, 0.08, 0.17], [0.14, 0.19, 0.43], [-0.49, 0.37, 0.46], [0.43, 0.93, 0.58], [-0.45, -1.43, 0.45], [-0.46, 0.26, -0.63], [-1.36, 1.03, 0.80], [-0.12, -0.07, -0.51], [0.29, -0.10, 0.10], [0.09, 0.09, -0.29], [0.39, 0.21, 0.56], [0.20, 0.24, -0.16], [0.36, -0.28, -0.04], [-0.24, -0.22, -0.30], [0.59, -0.48, -0.31]], "total_energy_ev": -117314.1211, "total_charge": 0, "homo_lumo_gap_ev": 9.42, "relative_energy_kcal_mol": 33.26, "fmax_ev_per_a": 2.8}


Record 4
{"formula": "C7H10", "method": "the ωB97M-V functional and the def2-TZVPD basis", "elements": ["C", "C", "C", "C", "C", "C", "C", "H", "H", "H", "H", "H", "H", "H", "H", "H", "H"], "coordinates": [[2.119, 1.310, 0.092], [1.356, 0.466, 0.487], [0.006, -0.049, 0.583], [-0.372, -1.155, -0.393], [0.354, -1.072, -1.734], [-0.894, 1.177, 0.709], [-0.832, 0.169, 1.808], [2.416, 2.205, -0.399], [-1.455, -1.089, -0.554], [-0.182, -2.137, 0.060], [0.235, -0.085, -2.192], [-0.029, -1.821, -2.433], [1.428, -1.244, -1.613], [-0.384, 2.119, 0.890], [-1.738, 1.240, 0.032], [-1.690, -0.484, 1.926], [-0.337, 0.451, 2.730]], "atomic_forces_ev_per_a": [[-0.07, -0.25, 0.07], [0.10, 0.72, -0.34], [-0.11, 0.02, -0.16], [-0.11, -0.07, 0.01], [0.02, 0.02, -0.07], [-0.24, 0.11, -0.16], [-0.08, -0.13, 0.25], [0.75, -0.07, 0.16], [0.11, -0.06, 0.05], [0.00, 0.15, 0.01], [-0.03, -0.08, 0.05], [0.01, 0.08, 0.11], [-0.13, 0.03, 0.01], [-0.16, -0.24, -0.15], [-0.15, -0.13, 0.22], [0.16, -0.07, 0.04], [-0.07, -0.01, -0.08]], "total_energy_ev": -7417.8483, "total_charge": 0, "homo_lumo_gap_ev": 10.14, "smiles": "C#CC1(CC)CC1", "relative_energy_kcal_mol": 73.48, "fmax_ev_per_a": 0.8}